135
Properties=species:S:1:pos:R:3:forces:R:3 method="wB97M-V/def2-TZVPD" charge=-1 de_lowest_kcal_mol=172.5 largest_force_ev_per_a=6.81 gap_ev=4.577 total_energy_ha=-3288.4204 lumo_ev=1.93 homo_energy_ev=-2.645
H 2.110 3.252 -4.678 -0.840 -1.795 1.122
H -0.249 7.398 6.252 0.067 -0.016 -0.159
H -8.750 -1.167 -3.275 0.024 0.135 -0.139
H 3.906 -0.492 -0.706 -1.477 1.979 0.792
H 1.846 9.750 4.981 0.189 -0.239 0.021
O -8.070 -0.187 -4.935 0.235 -0.109 -0.066
H 2.540 11.268 4.436 0.083 -0.079 -0.124
H -1.045 -0.805 4.048 0.001 -0.010 0.053
H 5.519 -7.415 -1.329 -0.037 0.142 -0.070
C 8.699 -10.601 3.118 -0.201 0.162 -0.358
H 6.037 8.148 5.205 0.138 0.012 -0.056
O 0.761 7.708 4.501 -0.214 0.284 0.386
H -3.452 0.536 -1.123 -2.343 -0.194 0.801
C -6.865 0.579 -6.902 0.326 -0.025 0.287
H 8.658 -10.092 4.087 -0.007 -0.107 0.101
H 3.872 -4.220 2.934 -0.194 -0.042 0.010
H 1.799 8.630 1.463 -0.086 0.038 0.183
H 8.560 -11.678 3.250 0.056 -0.053 0.142
H -0.193 8.862 3.053 0.064 -0.001 -0.023
H 4.408 -9.595 2.289 0.118 0.079 0.111
H 7.406 -5.854 0.821 -0.090 0.216 0.102
C 2.569 10.182 4.287 0.213 0.084 -0.541
C 2.028 0.707 -1.469 0.661 -1.883 -0.498
C -0.463 7.683 5.218 0.483 -0.117 -0.194
P 2.211 2.449 -2.225 -0.359 1.299 0.402
H 3.427 -4.639 4.599 0.047 -0.123 0.063
H -1.322 1.742 -1.434 0.301 1.390 -1.490
H -5.720 2.207 -1.926 1.330 -0.315 1.705
C -2.931 2.986 -2.456 -0.425 -0.460 -0.041
H 4.090 1.369 -0.470 -2.013 -1.727 0.071
H -6.310 1.457 -7.251 0.066 -0.158 0.095
H -7.397 1.732 -5.154 0.193 0.180 0.000
C -9.769 -1.235 -9.016 0.150 -0.052 0.472
C -0.431 3.797 -2.269 0.470 0.148 0.178
H -1.816 -1.218 1.923 -0.105 0.132 0.025
H 1.804 2.869 0.527 -2.347 0.773 -0.427
C 6.681 -7.186 2.359 -0.415 0.201 -0.150
C -6.676 -1.834 -7.123 0.190 0.213 -0.402
H -5.867 -2.562 -7.249 -0.043 0.153 -0.102
H -5.148 -2.264 -2.366 1.475 1.923 0.470
H -0.643 -1.471 0.618 0.116 0.063 0.167
O 7.712 -10.078 2.243 0.045 0.079 0.354
H 2.743 7.967 2.790 -0.231 -0.001 0.181
H -7.935 -3.181 -8.248 0.170 -0.147 -0.117
H -4.026 4.128 -0.687 1.088 -2.141 -0.677
H 0.267 7.198 2.584 -0.066 0.181 -0.292
C 5.431 -9.254 2.099 0.024 0.064 0.414
C -1.344 2.464 -2.350 -2.226 0.317 -0.864
H 6.375 -10.120 3.839 -0.048 0.022 -0.055
O -6.054 -0.548 -7.261 -0.484 -0.160 0.096
C 6.612 -7.463 -1.305 0.224 -0.134 0.291
H -0.688 -3.610 3.234 0.312 -0.040 0.008
H 5.614 7.931 3.472 0.132 0.057 0.005
H 0.752 -1.357 5.783 -0.160 -0.077 -0.078
H 0.132 2.094 0.137 0.320 1.995 0.641
H 3.207 -5.836 3.279 0.147 -0.077 0.092
H -3.595 -1.650 -1.369 -1.997 0.517 -1.340
C 0.962 3.712 -1.416 -1.417 -2.010 -0.305
H 2.586 1.437 -4.502 -1.725 1.680 0.768
C 6.678 -6.666 0.920 0.437 -0.562 0.112
H 7.589 -7.745 2.594 -0.008 -0.060 -0.278
O -5.449 -0.440 -1.293 3.553 -0.099 -0.081
H -1.115 4.685 -1.857 1.498 -1.899 -0.682
O -1.634 4.459 1.116 4.625 -0.941 0.840
C -7.960 -0.463 -3.548 -0.054 -0.015 -0.269
H -1.214 -4.663 4.539 0.133 0.059 0.097
S -0.076 4.502 1.096 -2.848 4.726 -3.997
C -4.550 0.567 -0.676 0.010 2.073 0.020
H -3.526 2.247 -3.175 1.061 1.504 1.495
C -3.690 3.041 -1.001 -1.210 -0.165 0.358
O 1.860 -4.261 3.297 0.090 -0.018 0.364
H 6.660 -6.321 3.031 -0.141 -0.081 -0.108
O -8.952 -1.448 -7.875 0.029 0.163 -0.382
H -7.354 -1.765 -9.172 0.051 0.012 0.015
H 0.548 -0.024 3.824 -0.065 0.151 0.194
H 0.461 4.523 2.413 -0.534 -0.170 -1.072
H -2.994 2.595 -0.171 -1.207 1.155 -1.477
O 7.066 -7.703 0.018 -0.334 0.024 -0.087
H -6.993 -0.926 -3.327 -0.027 0.182 0.135
H -0.923 8.676 5.222 -0.155 -0.002 -0.052
H 5.244 6.654 4.645 -0.091 0.185 0.040
C 3.158 -4.777 3.547 -0.325 0.130 -0.213
H 1.607 -2.281 4.558 -0.109 0.033 -0.269
H 6.076 -11.275 2.506 -0.194 -0.095 0.125
H 1.240 -5.156 5.073 -0.062 0.020 -0.016
H -4.458 0.455 0.496 -0.283 -0.157 -2.305
C 0.619 -1.922 4.853 -0.440 0.153 0.047
H -10.678 -0.718 -8.696 0.153 -0.123 0.067
H 5.554 -9.211 1.013 0.264 -0.074 0.142
C -5.083 2.118 -0.949 0.834 -0.611 0.417
C 3.996 9.706 4.566 -0.552 -0.510 0.236
H 7.042 -6.536 -1.697 -0.118 0.036 -0.085
H 4.648 9.999 3.736 -0.042 0.029 -0.030
H -0.156 4.115 -3.381 -0.551 -0.677 2.255
H 2.229 -0.073 -2.346 -0.598 1.523 1.732
H 0.980 0.455 -1.017 1.965 0.376 -0.642
H 0.722 1.906 -4.332 1.989 0.829 0.061
H -10.045 -2.189 -9.475 -0.015 0.025 -0.150
H -9.251 -0.600 -9.742 0.005 -0.068 -0.146
H 0.597 -5.848 3.553 -0.121 -0.187 0.128
H -5.774 2.403 -0.044 1.349 -0.307 -1.736
H -6.111 0.519 -4.878 -0.021 0.041 -0.059
H -2.986 4.062 -2.937 0.258 -2.229 0.853
H -1.201 1.798 -3.325 0.155 1.450 2.064
H 4.361 10.160 5.493 0.086 0.248 0.011
H 9.681 -10.419 2.675 -0.199 -0.023 -0.038
H -4.069 -0.734 -2.966 -0.931 -1.226 1.605
O 4.019 8.289 4.744 0.287 0.066 -0.250
C -4.510 -1.322 -2.049 -0.392 -0.495 0.069
C 0.581 8.089 3.137 0.544 -0.301 0.046
O -0.248 -3.013 5.193 0.212 -0.055 -0.402
C 5.304 7.736 4.503 -0.452 0.041 0.121
H 2.918 0.380 0.711 0.773 0.172 -2.295
C 1.814 2.265 -4.124 0.318 -0.857 -0.290
O 2.165 9.976 2.926 0.181 -0.121 0.555
H -8.082 0.455 -2.966 0.135 -0.053 0.147
O 0.352 5.833 0.364 -0.713 -4.373 3.506
C 0.706 3.108 0.124 2.013 -0.761 -2.049
C 3.289 0.486 -0.409 0.430 -0.356 0.152
C 0.011 -0.978 3.812 0.543 -0.460 -0.352
C -7.061 0.717 -5.390 -0.535 -0.332 -0.308
O 5.508 -7.946 2.682 0.335 -0.215 -0.275
H 6.932 -8.298 -1.934 0.047 0.103 0.177
H -1.148 6.951 4.780 -0.163 0.057 0.016
C 0.857 -4.920 4.071 -0.018 0.555 -0.523
C -0.797 -0.996 1.590 0.327 -0.113 0.063
C -7.728 -2.107 -8.201 -0.268 0.190 0.684
C -0.385 -4.034 4.196 0.183 -0.057 0.361
C 6.389 -10.255 2.750 0.220 0.295 -0.611
C 1.895 8.617 2.555 -0.443 0.057 -0.152
O 0.148 -1.532 2.503 -0.344 -0.060 0.167
H -0.659 0.085 1.484 -0.140 0.043 -0.045
H 5.679 -6.291 0.669 -0.009 0.008 0.057
H -7.816 0.570 -7.443 -0.032 -0.116 0.272
H -7.071 -1.974 -6.115 -0.258 0.083 -0.122


16
Properties=species:S:1:pos:R:3:forces:R:3 method="wB97M-V/def2-TZVPD" smiles="C[C@H](N)C(=O)NC=O" de_lowest_kcal_mol=34.1 largest_force_ev_per_a=1.17 gap_ev=10.467 total_energy_ha=-417.2016 lumo_ev=0.75 homo_energy_ev=-9.720
C 1.730 0.573 0.455 -0.165 -0.578 -0.126
H -2.150 0.091 0.007 -0.553 -0.023 -0.327
H 1.785 -0.300 1.125 -0.032 0.185 -0.112
H -1.413 -0.498 2.407 -0.615 0.104 0.016
C -0.314 -0.014 -0.902 -0.157 -0.371 -0.410
O 2.289 1.602 0.679 0.423 0.305 -0.070
H -0.735 -2.350 -0.346 0.036 -0.040 -0.177
H -2.353 -2.112 -0.127 0.328 0.015 -0.084
O -0.767 -0.055 -2.023 0.031 0.219 -0.120
N 1.026 0.327 -0.746 -0.006 0.367 0.256
H 0.146 -0.005 1.992 -0.237 -0.059 -0.307
N -1.426 -1.869 0.204 -0.424 0.134 0.459
C -1.236 -0.416 0.254 0.943 -0.129 0.681
H 1.378 0.842 -1.551 -0.123 -0.024 0.205
H -1.133 1.164 1.733 -0.086 -0.245 0.195
C -0.894 0.095 1.666 0.635 0.139 -0.081


79
Properties=species:S:1:pos:R:3:forces:R:3 method="wB97M-V/def2-TZVPD" de_lowest_kcal_mol=0.0 largest_force_ev_per_a=0.21 gap_ev=8.364 total_energy_ha=-3366.6107 lumo_ev=-0.34 homo_energy_ev=-8.704
C -4.071 4.040 -2.118 -0.005 -0.026 -0.010
H 1.667 -4.976 1.454 0.002 0.005 0.006
C -1.744 2.718 -1.327 0.016 0.029 0.004
C 3.694 -2.486 -2.159 -0.009 0.010 -0.001
H -4.980 4.546 -2.416 0.006 0.006 -0.005
C -3.783 -2.744 2.841 -0.023 -0.002 0.008
H 0.383 3.695 0.445 0.016 0.020 0.001
C 0.747 1.476 -3.422 0.003 0.016 -0.006
C -3.749 2.808 -2.668 -0.048 0.034 -0.018
C -4.878 -0.759 -0.808 -0.011 0.046 0.019
C -0.038 0.946 2.532 0.052 -0.026 0.027
C 2.013 -0.970 -0.888 0.008 -0.066 0.041
H 6.428 -0.727 0.004 -0.003 0.000 -0.002
N 2.009 -0.054 0.036 0.004 0.030 -0.008
H -3.480 5.570 -0.734 -0.001 -0.003 -0.005
N -5.600 0.129 -0.907 0.025 -0.002 -0.021
H 1.472 1.202 -5.416 0.002 0.001 0.003
H 1.195 -0.809 4.064 0.001 -0.020 -0.008
Be -0.736 -0.355 -0.557 0.056 0.015 0.091
H 7.050 -2.479 -1.651 -0.002 0.002 -0.003
H 1.051 0.905 2.622 -0.022 0.017 0.014
H -1.441 4.425 -0.040 0.014 0.000 0.010
H -2.384 1.168 -2.675 0.000 0.027 0.019
H 5.326 -3.579 -3.010 -0.002 0.000 0.004
C 0.586 -1.873 2.292 -0.014 -0.008 0.043
C -2.484 -2.377 2.524 0.012 -0.003 0.067
O -2.278 -0.540 -0.853 -0.015 -0.087 -0.189
H -4.410 2.346 -3.389 0.002 -0.006 0.007
C 0.949 2.091 -2.186 -0.024 0.092 -0.021
C 1.564 -4.062 2.026 -0.001 0.003 -0.006
C 1.639 1.683 -4.461 0.012 0.007 -0.010
C -2.163 -1.039 2.297 0.028 -0.081 0.023
H 3.829 3.728 -2.885 -0.005 0.003 -0.001
H -5.241 0.306 2.750 -0.001 -0.002 0.006
C -4.552 -3.192 -0.482 0.008 -0.033 -0.029
C 6.013 -2.197 -1.526 0.008 0.002 0.003
C -3.233 4.612 -1.173 0.020 -0.009 0.031
C 2.748 2.497 -4.271 -0.010 -0.011 -0.011
C -2.599 2.149 -2.269 0.020 -0.062 -0.004
H 2.927 -2.966 -2.752 0.005 0.000 0.001
H 2.255 3.372 -1.047 -0.002 -0.007 -0.030
C 0.389 2.619 0.620 -0.063 -0.043 0.011
H -0.295 3.059 2.606 0.010 0.009 -0.012
H -2.954 0.966 2.207 -0.013 -0.029 -0.019
C 2.123 -2.724 3.940 0.015 -0.003 0.000
P -0.252 1.775 -0.864 -0.016 -0.001 0.001
H -4.018 -3.788 3.005 -0.008 -0.002 -0.005
H -1.500 2.281 1.614 0.021 0.021 0.041
H -0.106 0.827 -3.573 -0.015 -0.020 0.008
C 2.958 3.105 -3.043 0.010 -0.007 0.015
H 3.451 2.652 -5.079 -0.004 -0.002 0.000
S 0.597 -1.550 -1.634 -0.037 -0.008 -0.003
C 5.035 -2.821 -2.295 0.000 -0.008 -0.009
C 2.268 -3.894 3.209 -0.007 -0.005 0.002
C -4.468 -0.449 2.702 0.004 0.008 0.005
P -0.520 -0.591 1.648 0.020 0.035 -0.062
H 2.672 -2.587 4.862 -0.002 -0.003 -0.001
C -4.780 -1.784 2.922 0.009 0.000 -0.008
C 4.340 -0.899 -0.480 0.020 0.008 -0.012
C -3.993 -1.887 -0.685 0.060 -0.065 0.011
H -5.798 -2.074 3.147 0.001 0.002 0.004
C 1.284 -1.719 3.486 0.012 0.019 -0.007
C 2.061 2.907 -2.004 0.008 -0.005 0.021
H -0.456 0.902 3.540 0.002 -0.022 -0.005
C -3.167 -0.079 2.395 -0.029 0.033 -0.050
C 3.358 -1.511 -1.237 0.008 0.019 -0.005
H 2.930 -4.674 3.563 -0.003 0.002 -0.004
C 0.725 -3.057 1.568 0.026 -0.017 0.012
C 5.676 -1.217 -0.599 -0.001 -0.004 0.006
N -2.705 -1.780 -0.711 -0.116 0.089 0.106
H 0.178 -3.193 0.644 -0.004 0.008 -0.033
O 3.652 -0.112 1.955 -0.006 0.005 -0.019
C -0.435 2.269 1.865 -0.019 0.039 -0.032
H -1.722 -3.141 2.451 -0.012 0.020 -0.004
N -5.016 -4.228 -0.307 0.008 0.025 -0.002
S 3.541 0.272 0.577 -0.018 -0.031 0.035
O 3.890 1.619 0.220 0.022 0.010 0.008
C -2.075 3.956 -0.779 -0.010 0.022 -0.035
H 1.429 2.324 0.749 0.005 -0.007 0.002